C37H86O3PS | ωB97M-V with the def2-TZVPD basis set

Results
- Charge: -1
- LUMO: 2.048 eV
- E_tot: -66033.1156 eV
- HOMO: -3.0 eV

The geometry in XYZ format:
```
128
Properties=species:S:1:pos:R:3:forces:R:3:mulliken_charge:R:1
C -3.08245 -1.26544 -0.60132 -0.1 -0.5 0.3 -0.652
O -3.59287 -0.68485 -1.78207 0.2 0.7 0.5 -0.424
C -2.68078 0.21401 -2.37888 1.3 -0.3 -1.5 -0.276
C -1.73860 -0.51242 -3.41502 -1.4 0.1 0.7 0.020
C -2.52235 -1.57344 -4.22410 0.4 0.7 -0.8 -0.644
C -1.73944 -2.16706 -5.43785 -1.2 -1.2 0.5 -0.674
C -0.84633 -3.39677 -5.09534 1.8 1.0 -0.9 -0.471
C 0.49461 -3.03496 -4.31808 -1.3 0.9 -1.6 -0.918
P 1.44940 -1.75453 -5.18355 -0.5 -1.6 1.6 0.563
O 0.89632 -0.15606 -4.99191 0.6 -1.0 -0.6 -0.476
O 1.42002 -2.01737 -6.85616 -0.8 0.5 1.7 -0.541
S 3.31252 -1.75068 -4.55841 0.2 0.4 -0.3 -0.545
H -3.00629 -2.35457 -0.74738 -0.1 0.2 0.2 0.289
H -2.08133 -0.90567 -0.32034 -0.2 0.0 -0.3 0.276
H -3.75463 -1.04831 0.24612 0.1 -0.1 -0.2 0.210
H -3.19697 1.00503 -2.94408 -0.4 -0.3 0.5 0.464
H -2.00520 0.68514 -1.64270 -0.5 0.1 0.0 -0.036
H -0.89199 -0.91988 -2.85649 0.1 0.1 -0.5 0.076
H -1.43944 0.26887 -4.12669 0.5 -0.3 0.4 0.086
H -2.94523 -2.37962 -3.61224 0.3 0.2 0.0 0.221
H -3.38854 -1.03461 -4.65725 0.1 -0.2 0.3 0.340
H -2.51987 -2.52603 -6.14482 0.3 0.2 0.1 0.424
H -1.18060 -1.38815 -5.97481 0.0 -0.3 0.2 0.307
H -0.50692 -3.80976 -6.06841 -0.3 0.0 0.3 0.273
H -1.39469 -4.22037 -4.60960 0.0 0.5 0.1 0.338
H 0.13629 -2.64199 -3.34580 0.9 0.0 -0.2 0.237
H 0.42562 0.09741 -5.78624 -0.2 0.2 -0.3 0.273
H 2.31140 -1.76906 -7.10666 0.5 0.0 -0.2 0.277
C 3.63377 1.66763 -3.19736 0.0 0.2 0.0 -0.942
C 5.12153 1.35750 -3.10094 -0.1 -0.1 0.0 -0.434
C 5.49898 0.66896 -1.79152 0.1 0.0 0.0 -0.706
C 5.22276 1.49100 -0.53248 -0.1 0.0 0.0 -0.343
C 5.90713 2.85637 -0.47644 0.0 -0.1 0.1 -0.265
C 7.42925 2.77074 -0.47644 0.0 0.2 -0.1 -1.313
H 3.32082 2.36754 -2.41612 0.0 0.0 0.0 0.204
H 3.39917 2.12153 -4.16170 -0.1 -0.1 0.0 0.351
H 3.04202 0.75664 -3.10434 0.0 0.0 -0.1 0.142
H 5.69994 2.27838 -3.23645 0.1 0.0 0.1 0.294
H 5.39838 0.69901 -3.92835 -0.1 0.0 0.0 0.357
H 6.55779 0.39131 -1.82821 0.0 0.0 0.0 0.312
H 4.94634 -0.27213 -1.71458 0.0 0.0 -0.1 0.337
H 5.53131 0.90557 0.34116 0.0 0.0 0.0 0.411
H 4.14317 1.63569 -0.42823 0.0 0.0 0.0 -0.040
H 5.58687 3.36681 0.43791 0.0 0.0 0.0 0.349
H 5.57444 3.48274 -1.30873 0.0 0.0 0.0 0.260
H 7.78599 2.18355 0.37319 0.0 0.0 0.0 0.305
H 7.86730 3.76893 -0.40271 0.1 0.0 0.0 0.394
H 7.80690 2.31292 -1.39199 0.0 0.0 0.0 0.286
C 0.95790 2.89041 0.27504 0.1 0.1 0.1 -1.417
C 0.23359 2.92839 1.61549 0.0 -0.1 -0.1 0.688
C -1.22224 2.47070 1.52581 0.0 0.0 0.1 0.393
C -2.12283 3.33242 0.63863 0.1 0.0 -0.1 -0.797
C -2.18449 4.80633 1.03345 -0.1 -0.1 0.0 -0.577
C -2.76073 5.02813 2.42693 0.1 0.2 0.0 -0.775
H 0.50325 3.57012 -0.44783 0.0 0.0 0.0 0.266
H 2.00106 3.18923 0.39720 0.0 0.0 -0.1 0.391
H 0.94451 1.88286 -0.14561 0.0 0.0 -0.1 0.343
H 0.29416 3.93467 2.04094 -0.1 0.0 0.0 -0.553
H 0.75980 2.27025 2.31460 0.0 0.0 0.0 0.395
H -1.63995 2.42922 2.53612 0.0 0.0 0.0 -0.701
H -1.24809 1.44265 1.14869 0.0 0.0 0.0 0.253
H -3.13486 2.91417 0.65969 0.0 0.0 0.0 0.524
H -1.79164 3.25712 -0.40115 0.0 0.0 0.0 0.271
H -2.80914 5.33519 0.30769 0.0 0.0 0.0 0.397
H -1.19111 5.26014 0.96876 0.0 0.0 0.0 0.267
H -3.77178 4.62035 2.50078 0.0 0.0 0.0 0.321
H -2.81178 6.09580 2.65122 0.0 0.0 0.1 0.391
H -2.14334 4.55913 3.19589 0.0 0.0 0.0 -0.143
C 0.44203 6.27009 4.21966 0.0 0.1 0.1 -0.880
C 1.71848 6.40223 5.04107 0.0 0.0 -0.2 -0.559
C 2.52106 5.10351 5.11463 0.1 0.0 0.1 -0.767
C 1.80174 3.93469 5.79182 -0.1 0.0 -0.1 0.015
C 1.33563 4.20092 7.22266 0.1 -0.1 0.0 -0.379
C 2.47962 4.49114 8.18785 -0.1 0.1 0.1 -1.335
H -0.24523 5.54675 4.66245 0.0 0.0 -0.1 0.161
H -0.07863 7.22821 4.16388 0.0 0.0 0.0 0.437
H 0.66718 5.94940 3.20016 0.0 0.0 0.0 0.170
H 1.47550 6.76156 6.04517 0.0 0.0 0.0 0.269
H 2.34902 7.17230 4.58692 0.0 0.0 0.0 0.361
H 3.46463 5.30136 5.63232 0.0 0.0 0.0 0.344
H 2.79557 4.79767 4.09986 0.0 0.0 0.0 0.357
H 2.47261 3.06947 5.79174 0.0 0.0 0.0 0.420
H 0.93672 3.64129 5.18884 0.0 0.0 0.0 -0.205
H 0.79407 3.31947 7.57834 0.0 0.0 0.0 0.337
H 0.61959 5.02767 7.24250 0.0 0.0 0.0 0.269
H 3.18530 3.65798 8.21627 0.0 0.0 0.0 0.296
H 2.09580 4.64078 9.19901 0.1 0.0 0.0 0.409
H 3.02600 5.39334 7.90727 0.0 0.0 0.0 0.287
C -1.81442 -10.53100 -5.75115 0.1 -0.1 0.0 -1.183
C -0.83209 -9.88199 -4.78208 -0.1 0.0 0.1 -0.424
C -1.19556 -8.44132 -4.42395 0.1 0.0 0.0 -0.800
C -1.19701 -7.46082 -5.59831 -0.1 0.0 -0.1 -0.078
C 0.12051 -7.35870 -6.36692 0.0 0.1 0.1 -0.499
C 1.27795 -6.84794 -5.51668 0.0 0.0 -0.1 -1.114
H -1.83695 -10.01099 -6.71022 0.0 0.0 0.0 0.283
H -1.52987 -11.56782 -5.94498 -0.1 0.0 0.0 0.378
H -2.82563 -10.53171 -5.33747 0.0 0.0 0.0 0.285
H 0.17863 -9.92906 -5.19593 0.0 0.1 0.0 0.249
H -0.81174 -10.47215 -3.86032 0.0 0.0 0.0 0.361
H -0.50492 -8.08505 -3.65460 0.0 0.0 0.0 0.369
H -2.18921 -8.43025 -3.96231 0.0 0.0 0.0 0.389
H -1.46113 -6.47006 -5.21898 0.0 0.0 0.0 -0.104
H -1.99242 -7.73509 -6.29982 0.0 0.0 0.0 0.343
H -0.02324 -6.67149 -7.20562 0.0 0.0 0.0 0.366
H 0.38210 -8.32774 -6.80662 -0.1 0.0 0.0 0.333
H 1.05613 -5.85942 -5.10439 0.1 0.0 0.0 0.219
H 2.18214 -6.76153 -6.12234 0.0 0.0 0.1 0.368
H 1.50034 -7.52354 -4.68718 0.0 0.0 0.0 0.292
C -5.78517 -1.17695 4.56257 0.1 -0.1 -0.1 -1.237
C -4.38900 -1.48921 5.08978 -0.1 0.0 0.1 -0.325
C -3.97351 -0.60633 6.26624 0.1 0.0 0.0 -0.806
C -3.88357 0.88875 5.95381 -0.1 0.0 0.0 -0.957
C -2.93122 1.25520 4.81652 0.1 0.1 0.1 0.194
C -1.47931 0.88677 5.09922 0.0 0.0 -0.1 -0.840
H -5.85141 -0.15970 4.17286 0.0 0.0 0.0 0.291
H -6.04571 -1.85772 3.75027 0.0 0.0 0.0 0.380
H -6.53311 -1.29187 5.35054 0.0 0.0 0.0 0.322
H -3.66249 -1.40988 4.27677 0.0 0.0 0.0 0.230
H -4.36594 -2.53260 5.41745 0.0 0.0 0.0 0.383
H -3.00973 -0.95765 6.64679 0.0 0.0 0.0 0.311
H -4.68719 -0.74628 7.08521 0.0 0.0 0.0 0.411
H -3.57144 1.41420 6.86273 0.0 0.0 0.0 0.401
H -4.88059 1.27158 5.71530 0.0 0.0 0.0 0.338
H -2.99041 2.33557 4.65148 0.0 0.0 0.0 0.130
H -3.25432 0.78572 3.88283 0.0 0.0 0.0 0.172
H -1.12100 1.38167 6.00551 0.0 0.0 0.0 0.185
H -0.84120 1.19981 4.27073 0.1 0.0 0.1 0.140
H -1.35178 -0.19007 5.22292 0.0 0.0 0.0 0.333
```
Forces are in eV/Å.